Record 1
The following is a DFT calculation (ωB97M-V/def2-TZVPD) of a 2-piece molecular cluster, C3H7N3 overall.

Each line ends with the natural charge from an NBO analysis.
Cartesian coordinates (Å):
C 0.83 2.28 -0.93  0.49
C -1.97 -2.09 -0.55  -0.02
C 0.52 -0.35 1.24  -0.49
N -1.10 -1.25 -0.18  0.08
N 1.93 2.64 -0.83  -0.35
N -0.45 -0.34 0.24  0.02
H -0.24 2.12 -0.75  0.33
H -1.70 -2.79 -1.28  0.28
H -2.94 -2.03 -0.05  0.30
H 0.27 -1.11 2.14  0.30
H 0.70 0.74 1.43  0.25
H 1.36 -0.84 0.66  0.29
H 2.80 3.01 -1.14  0.52

As for the net charge: +2. The calculation puts the HOMO energy at -19.79 eV. Its spin multiplicity is 1. The gap between HOMO and LUMO is 10.34 eV. The energy relative to the best compared isomer or geometry (same formula, charge and spin) comes out at 99.3 kcal per mole. The lowest unoccupied orbital energy comes out at -9.45 eV. The total energy is -281.92912 hartree.

=====

Record 2
The following is a DFT calculation (ωB97M-V/def2-TZVPD) of C33H45Cl2IN3ReSSbSi3 as an isolated structure.

Each line ends with the Löwdin spin population.
Cartesian coordinates (Å):
Re -0.04 -0.24 0.27  2.26
C -3.53 1.38 -2.75  0.00
Sb -1.63 0.68 -2.09  0.09
C -1.84 0.73 0.26  0.07
C -1.88 2.21 0.47  0.01
C -2.88 3.10 0.18  0.03
C -2.76 4.48 0.65  0.00
C -1.60 5.03 1.04  0.02
C -0.40 4.17 0.84  0.00
N -0.82 2.81 1.09  0.00
Si -3.37 0.06 1.30  0.02
C -5.02 0.60 0.58  0.00
C -3.19 0.92 2.97  0.00
C -3.31 -1.80 1.55  0.00
C -1.71 -1.40 -2.79  0.02
C -1.04 -2.37 -1.87  0.02
C -0.69 -3.63 -2.37  0.00
C -0.29 -4.65 -1.55  0.01
C -0.26 -4.43 -0.18  0.00
C -0.50 -3.16 0.26  0.01
N -0.81 -2.11 -0.55  0.02
Si -0.77 -1.28 -4.51  0.01
C 1.06 -1.13 -4.14  0.00
C -1.02 -2.73 -5.68  0.00
C -1.30 0.29 -5.40  0.01
Si -3.55 -2.06 -3.06  0.00
C -4.60 -1.57 -1.58  0.00
C -4.29 -1.36 -4.64  0.00
C -3.69 -3.93 -3.16  0.00
H -3.71 2.35 -2.32  0.00
H -4.34 0.69 -2.52  0.00
H -3.43 1.49 -3.82  0.00
H -3.80 2.77 -0.27  0.00
H -3.67 5.07 0.67  0.00
H -1.53 6.05 1.37  0.00
H 0.02 4.30 -0.17  0.00
H -5.27 1.60 0.94  0.00
H -5.78 -0.08 0.95  0.00
H -5.08 0.60 -0.50  0.00
H -3.23 2.00 2.88  0.00
H -2.30 0.64 3.51  0.00
H -4.04 0.61 3.59  0.00
H -2.84 -2.34 0.74  0.00
H -4.33 -2.18 1.64  0.00
H -2.80 -2.03 2.48  0.00
H -0.80 -3.81 -3.42  0.00
H -0.04 -5.62 -1.96  0.00
H -0.03 -5.21 0.53  0.00
H -0.46 -2.93 1.32  0.00
H 1.43 -1.93 -3.50  0.00
H 1.25 -0.18 -3.66  0.00
H 1.62 -1.16 -5.07  0.00
H -0.29 -3.52 -5.51  0.00
H -0.85 -2.36 -6.69  0.00
H -2.01 -3.17 -5.67  0.00
H -1.00 1.21 -4.88  0.00
H -2.36 0.34 -5.62  0.00
H -0.77 0.30 -6.35  0.00
H -4.17 -0.76 -0.99  0.00
H -4.73 -2.42 -0.92  0.00
H -5.59 -1.26 -1.90  0.00
H -4.40 -0.28 -4.66  0.00
H -5.30 -1.78 -4.71  0.00
H -3.76 -1.67 -5.54  0.00
H -3.38 -4.43 -2.25  0.00
H -3.18 -4.39 -4.00  0.00
H -4.76 -4.13 -3.28  0.00
Cl 2.17 -1.47 0.31  0.04
C 2.33 -2.10 1.95  0.02
C 3.43 -2.88 2.23  0.00
C 3.57 -3.35 3.52  0.02
C 2.63 -3.03 4.49  0.00
C 1.54 -2.25 4.17  0.02
Cl 0.37 -1.87 5.39  0.00
C 1.36 -1.75 2.88  0.02
S -0.06 -0.77 2.53  0.13
H 4.15 -3.11 1.46  0.00
H 4.42 -3.96 3.78  0.00
H 2.74 -3.40 5.51  0.00
I 2.68 1.33 -1.77  0.04
C 2.05 2.10 0.06  0.03
C 2.73 3.32 0.47  0.00
C 2.15 4.15 1.34  0.02
C 0.79 3.86 1.84  0.01
C 0.37 2.37 1.72  0.01
N 1.08 1.54 0.70  0.01
H 3.69 3.53 0.02  0.00
H 2.66 5.05 1.65  0.00
H 0.61 4.25 2.84  0.00
H 0.28 1.78 2.64  0.00

As for the net charge: +2. The calculation puts the HOMO energy (alpha / beta) at -12.57 / -12.67 eV. Its spin multiplicity is 4. The gap between HOMO and LUMO (alpha / beta) is 5.88 / 5.42 eV. The energy relative to the best compared isomer or geometry (same formula, charge and spin) comes out at 35.0 kcal per mole. The lowest unoccupied orbital energy (alpha / beta) comes out at -6.70 / -7.25 eV. The total energy is -4251.48951 hartree.

=====

Record 3
The following is a DFT calculation (ωB97M-V/def2-TZVPD) of C16H32FKO12 as an isolated structure.

Each line ends with the natural charge from an NBO analysis.
Cartesian coordinates (Å):
K 3.66 1.43 -1.41  0.99
F 1.13 0.01 -1.07  -0.16
C 1.01 2.78 1.03  -0.61
C 0.88 3.75 -0.21  -0.06
O 0.08 4.86 0.25  -0.49
C 0.11 6.02 -0.39  0.99
O 0.69 6.26 -1.48  -0.66
O -0.56 6.86 0.36  -0.48
C -0.69 8.24 -0.07  -0.26
H 0.08 2.29 1.32  0.23
H 1.44 3.14 1.96  0.24
H 1.58 1.92 0.68  0.15
H 0.42 3.16 -1.00  0.19
H 1.91 3.85 -0.54  0.15
H -1.40 8.70 0.62  0.20
H -1.18 8.28 -1.04  0.20
H 0.20 8.85 -0.01  0.20
C 0.54 -4.07 -1.71  -0.63
C -0.08 -2.86 -2.29  -0.04
O -1.33 -3.21 -2.82  -0.47
C -2.26 -2.29 -3.26  0.99
O -2.19 -1.05 -3.23  -0.63
O -3.34 -2.91 -3.59  -0.49
C -4.34 -2.41 -4.52  -0.26
H 0.57 -5.00 -2.27  0.25
H 0.20 -4.24 -0.69  0.23
H 1.55 -3.69 -1.53  0.20
H 0.65 -2.50 -3.01  0.18
H -0.10 -1.93 -1.72  0.21
H -4.10 -1.56 -5.15  0.21
H -5.19 -2.32 -3.84  0.21
H -4.68 -3.13 -5.27  0.20
C 7.74 -4.18 3.34  -0.65
C 6.38 -3.80 3.88  -0.08
O 5.37 -3.53 2.89  -0.50
C 5.26 -2.35 2.18  0.99
O 6.06 -1.38 2.23  -0.66
O 4.08 -2.32 1.56  -0.49
C 3.69 -1.15 0.87  -0.26
H 8.57 -3.60 3.73  0.23
H 7.84 -3.81 2.32  0.23
H 8.00 -5.24 3.41  0.22
H 6.64 -2.87 4.40  0.20
H 5.97 -4.47 4.63  0.21
H 2.61 -1.03 0.76  0.21
H 4.24 -1.19 -0.07  0.16
H 3.95 -0.24 1.41  0.19
C -6.99 1.41 1.05  -0.65
C -6.55 0.39 -0.01  -0.07
O -5.16 0.43 -0.28  -0.51
C -4.18 -0.20 0.47  0.99
O -4.38 -0.85 1.52  -0.63
O -2.94 0.12 -0.08  -0.49
C -1.88 -0.51 0.46  -0.25
H -6.14 1.44 1.75  0.22
H -7.76 1.11 1.75  0.23
H -7.16 2.43 0.71  0.22
H -6.98 0.74 -0.95  0.19
H -6.91 -0.64 0.04  0.20
H -2.16 -1.34 1.10  0.21
H -1.36 0.25 1.04  0.16
H -1.09 -0.86 -0.21  0.17

As for the net charge: +1. The calculation puts the HOMO energy (alpha / beta) at -12.49 / -12.49 eV. Its spin multiplicity is 2. The gap between HOMO and LUMO (alpha / beta) is 8.61 / 3.71 eV. The energy relative to the best compared isomer or geometry (same formula, charge and spin) comes out at 71.2 kcal per mole. The lowest unoccupied orbital energy (alpha / beta) comes out at -3.87 / -8.78 eV. The total energy is -2231.11764 hartree.

=====

Record 4
The following is a DFT calculation (ωB97M-V/def2-TZVPD) of a 7-piece molecular cluster, C46H67N4O19S2 overall.

Each line ends with the Löwdin charge.
Cartesian coordinates (Å):
C 5.42 -3.38 3.47  -0.09
C 4.72 -4.74 3.63  -0.24
C 4.08 -5.25 2.33  -0.20
C 2.69 -4.61 2.14  -0.20
N 2.18 -4.74 0.77  0.01
C 1.80 -3.53 0.09  -0.21
C 0.31 -3.56 -0.47  -0.29
C -0.33 -4.93 -0.48  -0.16
C -1.81 -4.85 -0.87  -0.28
C -2.67 -4.33 0.28  -0.49
S -4.43 -4.73 0.26  0.96
C -5.15 -3.72 -1.01  -1.03
S -4.34 -3.38 -2.39  0.71
N -6.47 -3.32 -0.84  -0.08
C -7.09 -3.66 0.43  -0.29
C -8.09 -4.63 0.42  -0.02
C -8.76 -4.99 1.58  -0.07
C -8.42 -4.39 2.78  -0.07
C -7.42 -3.41 2.79  -0.07
C -6.75 -3.05 1.63  -0.05
C -6.76 -1.94 -1.20  -0.26
C -7.99 -1.71 -1.82  -0.01
C -8.39 -0.42 -2.16  -0.07
C -7.53 0.64 -1.89  -0.07
C -6.31 0.41 -1.25  -0.07
C -5.92 -0.87 -0.91  -0.05
N 0.23 -2.91 -1.76  0.00
C 0.88 -1.62 -1.67  -0.16
C 2.42 -1.80 -1.54  -0.06
N 2.74 -3.20 -1.06  0.01
C 4.18 -3.24 -0.61  -0.17
O 4.94 -2.32 -1.27  -0.11
C 5.91 -1.71 -0.38  -0.19
C 6.74 -0.69 -1.11  -0.21
C 7.99 -1.28 -1.77  -0.08
H 5.32 -2.83 4.40  0.07
H 4.97 -2.77 2.69  0.05
H 6.48 -3.52 3.31  0.07
H 5.39 -5.51 4.00  0.11
H 3.93 -4.64 4.37  0.11
H 3.91 -6.32 2.44  0.11
H 4.70 -5.08 1.46  0.10
H 2.02 -5.11 2.83  0.12
H 2.75 -3.56 2.45  0.11
H 2.77 -5.34 0.21  0.12
H 1.87 -2.67 0.75  0.16
H -0.26 -2.94 0.23  0.13
H 0.18 -5.55 -1.23  0.12
H -0.23 -5.43 0.48  0.11
H -2.15 -5.83 -1.20  0.11
H -1.89 -4.20 -1.73  0.04
H -2.33 -4.81 1.20  0.08
H -2.53 -3.26 0.42  0.06
H -8.35 -5.09 -0.52  0.12
H -9.53 -5.74 1.53  0.10
H -8.94 -4.64 3.69  0.10
H -7.19 -2.94 3.73  0.10
H -6.00 -2.28 1.66  0.11
H -8.65 -2.53 -2.04  0.12
H -9.34 -0.25 -2.63  0.10
H -7.81 1.65 -2.15  0.10
H -5.68 1.25 -1.04  0.09
H -4.99 -1.06 -0.41  0.10
H 0.61 -3.48 -2.50  0.13
H 0.67 -1.00 -2.53  0.11
H 0.51 -1.10 -0.79  0.11
H 2.80 -1.09 -0.82  0.13
H 2.85 -1.63 -2.51  0.14
H 2.62 -3.84 -1.84  0.19
H 4.21 -3.12 0.48  0.11
H 4.55 -4.25 -0.84  0.15
H 5.36 -1.21 0.41  0.12
H 6.53 -2.51 0.03  0.13
H 7.03 0.06 -0.39  0.09
H 6.12 -0.24 -1.89  0.12
H 8.42 -2.09 -1.17  0.07
H 7.73 -1.71 -2.73  0.07
H 8.73 -0.51 -1.94  0.07
C 9.43 -0.69 4.77  -0.11
C 8.58 0.51 5.13  -0.11
O 8.03 0.88 3.86  0.07
C 8.04 -0.20 3.06  -0.57
O 7.50 -0.26 2.00  0.15
O 8.74 -1.21 3.62  0.06
H 9.47 -1.44 5.55  0.13
H 10.44 -0.42 4.47  0.14
H 7.76 0.26 5.81  0.13
H 9.15 1.33 5.55  0.14
C -0.04 2.20 -4.60  -0.09
C 1.12 3.16 -4.74  -0.10
O 1.78 3.03 -3.47  0.08
C 1.46 1.84 -2.95  -0.58
O 1.96 1.36 -1.99  0.14
O 0.48 1.24 -3.67  0.04
H -0.32 1.72 -5.54  0.14
H -0.93 2.67 -4.17  0.14
H 1.81 2.87 -5.53  0.12
H 0.80 4.19 -4.92  0.14
C 4.77 6.25 -5.91  -0.11
C 5.19 4.80 -5.84  -0.11
O 3.96 4.11 -6.13  0.04
C 3.17 4.96 -6.84  -0.58
O 2.16 4.64 -7.37  0.16
O 3.68 6.21 -6.84  0.07
H 5.55 6.91 -6.28  0.14
H 4.40 6.63 -4.96  0.14
H 5.93 4.54 -6.60  0.13
H 5.56 4.51 -4.86  0.13
C -1.83 -0.29 1.03  -0.13
C -1.32 1.14 1.05  -0.10
O -2.51 1.87 0.76  0.05
C -3.58 1.12 1.12  -0.56
O -4.70 1.52 1.15  0.17
O -3.19 -0.15 1.42  0.06
H -1.30 -0.94 1.73  0.13
H -1.79 -0.73 0.03  0.12
H -0.95 1.44 2.03  0.14
H -0.56 1.33 0.30  0.13
C -3.38 5.38 2.06  -0.10
C -4.12 5.06 0.79  -0.11
O -4.10 6.32 0.10  0.06
C -3.05 7.04 0.56  -0.60
O -2.66 8.05 0.08  0.15
O -2.51 6.44 1.65  0.06
H -2.80 4.54 2.45  0.13
H -4.03 5.76 2.85  0.13
H -3.61 4.32 0.18  0.12
H -5.14 4.74 0.96  0.14
C -4.51 9.35 2.42  -0.12
C -5.68 10.23 2.82  -0.11
O -6.39 9.39 3.73  0.06
C -5.53 8.48 4.24  -0.57
O -5.77 7.75 5.14  0.16
O -4.35 8.52 3.58  0.05
H -3.60 9.91 2.22  0.14
H -4.74 8.71 1.57  0.12
H -5.36 11.13 3.34  0.13
H -6.31 10.51 1.98  0.13

As for the net charge: +1. The calculation puts the HOMO energy at -9.48 eV. Its spin multiplicity is 1. The gap between HOMO and LUMO is 7.11 eV. The lowest unoccupied orbital energy comes out at -2.37 eV. The total energy is -4237.77872 hartree.